[1]
One molecule with the formula C5H3FS at a distorted geometry, computed with ωB97M-V/def2-TZVPD.

```
! RIJCOSX wB97M-V def2-TZVPD def2/J DEFGRID3
* xyz 0 1
C -2.6144 -0.7198 0.0853
C -1.4143 -0.7332 -0.0352
C 0.0694 -0.7254 -0.1576
S 0.9715 -2.0530 -0.0702
C 0.5220 0.6945 -0.1666
C 1.8485 0.9796 0.0951
F -0.4834 1.5353 -0.1290
H -3.7031 -0.7846 -0.0097
H 2.3563 -0.1407 0.2594
H 2.4476 1.9473 0.1285
*
```

## Properties
- relative energy (zero: lowest compared OMol25 entry of this formula, charge and spin) (kcal/mol) = 19.87
- frontier orbital gap (eV) = 7.8
- SMILES = C#CC(=S)C(=C)F
- highest occupied orbital energy (Ha) = -0.3400

Mulliken atomic charge list, values in e, 4 entries: 0.223 -0.476 -0.087 -0.278



[2]
C36H41N3O2PPt as an isolated structure, computed with ωB97M-V/def2-TZVPD.

```
! RIJCOSX wB97M-V def2-TZVPD def2/J DEFGRID3
* xyz -1 3
Pt -1.6513 0.3564 0.8778
O -2.3920 2.2530 0.9607
C -2.9897 2.7589 2.0312
C -3.7216 3.9408 1.8504
C -4.4013 4.5703 2.8843
C -4.3536 4.0291 4.1689
C -3.6205 2.8816 4.3889
C -2.9258 2.2023 3.3564
C -2.2427 1.0053 3.6977
N -1.5396 0.2405 2.8493
N -0.9165 -0.8652 3.3266
C -0.5608 -1.6886 2.3797
O -0.8984 -1.5321 1.1003
C 0.2324 -2.8655 2.7382
C 0.6048 -3.1286 4.0666
C 1.3447 -4.2532 4.3820
C 1.7396 -5.1488 3.3879
C 1.3756 -4.8957 2.0730
C 0.6283 -3.7718 1.7496
H -3.7364 4.3561 0.8474
H -4.9561 5.4827 2.6950
H -4.8897 4.5015 4.9841
H -3.5570 2.4662 5.3899
H -2.3200 0.6383 4.7156
H 0.2886 -2.4329 4.8310
H 1.6184 -4.4404 5.4143
H 2.3182 -6.0288 3.6434
H 1.6743 -5.5887 1.2925
H 0.3425 -3.5700 0.7248
C -4.2928 0.3051 -2.1234
C -3.1277 -0.6828 -2.0202
C -3.4863 -1.7914 -1.0189
P -1.5996 0.1991 -1.4233
C -1.4419 1.5762 -2.6504
C -0.4623 2.6411 -2.1517
C -1.1010 1.0803 -4.0518
C -0.2415 -0.9846 -1.8001
C -0.4718 -2.2099 -2.4054
C 0.4794 -3.2266 -2.4331
C 0.1530 -4.5772 -3.0086
C 1.7248 -2.9874 -1.8554
C 2.0233 -1.7680 -1.3025
C 1.0614 -0.7331 -1.2482
N 1.3143 0.4182 -0.5950
C 2.5616 0.9829 -0.5350
C 2.9318 1.5746 0.7036
C 2.0169 1.4415 1.8865
C 4.1337 2.2437 0.8197
C 5.0108 2.3820 -0.2545
C 6.3209 3.1050 -0.0972
C 4.6324 1.8365 -1.4720
C 3.4392 1.1446 -1.6489
C 3.1258 0.6934 -3.0578
H -5.2358 -0.2401 -2.1979
H -4.2100 0.9533 -2.9981
H -4.3336 0.9359 -1.2294
H -2.9328 -1.1256 -3.0012
H -3.6987 -1.3451 -0.0473
H -2.6665 -2.4936 -0.8676
H -4.3736 -2.3381 -1.3526
H -2.4329 2.0324 -2.6649
H 0.5463 2.2369 -2.0464
H -0.7767 3.0102 -1.1731
H -0.4204 3.4797 -2.8527
H -0.1611 0.5231 -4.0535
H -0.9938 1.9295 -4.7316
H -1.8829 0.4287 -4.4502
H -1.4364 -2.4082 -2.8575
H -0.7989 -4.5587 -3.5386
H 0.0760 -5.3226 -2.2132
H 0.9305 -4.9091 -3.6990
H 2.4628 -3.7828 -1.8297
H 2.9835 -1.5979 -0.8305
H 1.9226 0.3974 2.1911
H 1.0172 1.7959 1.6338
H 2.3884 2.0150 2.7353
H 4.3954 2.6777 1.7796
H 6.1783 4.0833 0.3656
H 6.8028 3.2497 -1.0641
H 7.0016 2.5368 0.5411
H 5.2858 1.9634 -2.3307
H 3.5653 1.3930 -3.7708
H 2.0570 0.6384 -3.2494
H 3.5421 -0.2946 -3.2609
*
```

## Properties
- frontier orbital gap (alpha / beta) (eV) = 3.6 / 4.6
- highest occupied orbital energy (alpha / beta) (Ha) = -0.0450 / -0.1399

Mulliken atomic charge list, values in e, 4 entries: 0.569 -0.599 0.277 -0.487



[3]
One molecule with the formula C5H8O2, computed with ωB97M-V/def2-TZVPD.

```
! RIJCOSX wB97M-V def2-TZVPD def2/J DEFGRID3
* xyz 0 1
C 2.1398 -0.3445 0.5388
C 0.7673 0.2128 0.7339
C 0.1003 0.9955 -0.1179
C -1.3787 0.7477 -0.3898
O -1.4807 0.6073 -1.7812
C -1.6060 -0.6519 0.1844
O -1.5249 -1.6094 -0.5549
H 2.7444 0.2604 -0.1445
H 1.9995 -1.3313 0.0605
H 2.6622 -0.5205 1.4837
H 0.2158 -0.2411 1.5550
H 0.6028 1.5454 -0.9137
H -2.1053 1.4825 -0.0199
H -1.3542 -0.3633 -1.8964
H -1.7823 -0.7894 1.2618
*
```

## Properties
- relative energy (zero: lowest compared OMol25 entry of this formula, charge and spin) (kcal/mol) = 46.11
- frontier orbital gap (eV) = 10.4
- SMILES = C/C=C/[C@@H](O)C=O
- highest occupied orbital energy (Ha) = -0.3508

Mulliken atomic charge list, values in e, 4 entries: -1.095 0.061 -0.527 0.139



[4]
C36H36Br4F6GeNO6ReS2Si as an isolated structure at a distorted geometry, computed with ωB97M-V/def2-TZVPD.

```
! RIJCOSX wB97M-V def2-TZVPD def2/J DEFGRID3
* xyz 0 1
Re -17.8497 -7.1375 -11.1894
Br -21.9694 -7.1400 -5.8784
C -21.1018 -7.8341 -7.4151
C -20.9407 -9.1452 -7.7130
Br -21.5699 -10.5480 -6.6683
C -20.1438 -9.5461 -8.8435
Br -19.8083 -11.3574 -9.1929
C -19.7006 -8.5971 -9.7485
O -19.0047 -8.8624 -10.8333
C -19.9039 -7.1559 -9.4227
O -19.3024 -6.2802 -10.1706
C -20.4213 -6.8056 -8.2269
Br -20.1862 -5.0926 -7.6846
C -17.1249 -8.1425 -13.6421
Si -15.8621 -8.2578 -15.0522
C -16.6260 -8.9089 -16.6879
C -18.0214 -8.2703 -16.9318
C -16.8649 -10.4269 -16.6430
C -15.7680 -8.6170 -17.8991
C -14.2328 -8.8760 -14.2941
C -14.1180 -8.0308 -12.9563
C -14.4150 -10.3744 -13.9458
C -12.8754 -8.6899 -15.0393
H -17.1298 -9.1960 -13.2366
H -18.1350 -7.9421 -14.0372
H -16.4898 -7.4992 -12.9656
H -18.7860 -8.6715 -16.2810
H -18.3279 -8.4970 -17.9547
H -17.9873 -7.1651 -16.9850
H -17.7504 -10.6734 -15.9392
H -15.9938 -10.9948 -16.2135
H -17.0662 -10.8171 -17.6152
H -15.9427 -7.5187 -18.2355
H -16.0849 -9.1807 -18.8584
H -14.7388 -8.8304 -17.7848
H -14.8469 -8.3418 -12.2005
H -14.0988 -6.9815 -13.1346
H -13.1392 -8.1189 -12.4928
H -15.1480 -10.6035 -13.2035
H -13.4518 -10.6626 -13.5432
H -14.6580 -11.0798 -14.7444
H -12.5692 -7.6433 -15.1440
H -12.8257 -9.1488 -16.1281
H -12.0606 -9.1574 -14.4626
F -13.6931 -5.0917 -14.1812
C -14.4331 -4.3692 -15.0126
F -14.7078 -3.2022 -14.4241
F -13.7098 -4.2386 -16.1026
S -16.0138 -5.2701 -15.3402
O -15.5559 -6.6393 -15.6538
O -16.5940 -4.6187 -16.4894
N -16.5398 -5.2868 -13.8678
S -17.7434 -4.4679 -13.1962
O -17.7272 -3.0834 -13.3833
O -17.7545 -5.0041 -11.8102
C -19.3245 -5.2233 -14.0553
F -19.5933 -6.2988 -13.2933
F -19.0892 -5.6151 -15.2641
F -20.3573 -4.3872 -14.0343
C -16.4384 -7.3380 -10.2100
Ge -15.3553 -7.0593 -8.7265
C -13.7554 -7.9203 -9.4947
C -13.7285 -9.2536 -9.6828
C -12.7475 -9.9843 -10.2538
C -11.5424 -9.3232 -10.4840
C -11.5095 -7.9372 -10.3834
C -12.6399 -7.2450 -9.9008
C -16.0445 -7.8941 -7.0666
C -15.1313 -8.4611 -6.1557
C -15.5608 -9.2742 -5.1035
C -16.9265 -9.4346 -4.7850
C -17.8157 -8.8178 -5.6608
C -17.3941 -8.1697 -6.8356
C -14.9477 -5.0644 -8.3835
C -14.9117 -4.1418 -9.4398
C -14.4145 -2.8455 -9.1962
C -13.8636 -2.4837 -7.9892
C -13.9270 -3.3962 -6.9362
C -14.4614 -4.6380 -7.1208
H -14.6231 -9.8966 -9.5295
H -12.9203 -10.9918 -10.6241
H -10.6019 -9.7685 -10.8735
H -10.6161 -7.3345 -10.6242
H -12.6092 -6.1274 -9.8408
H -14.0551 -8.2882 -6.3146
H -14.8037 -9.6388 -4.5197
H -17.1439 -9.9462 -3.8721
H -18.8618 -8.8875 -5.2755
H -18.2065 -7.7127 -7.3962
H -15.3608 -4.4634 -10.3969
H -14.3608 -2.1309 -10.0315
H -13.5353 -1.3739 -7.9075
H -13.5418 -3.1341 -5.9368
H -14.6382 -5.2628 -6.3011
*
```

## Properties
- relative energy (zero: lowest compared OMol25 entry of this formula, charge and spin) (kcal/mol) = 34.43
- frontier orbital gap (eV) = 7.5
- highest occupied orbital energy (Ha) = -0.2744

Mulliken atomic charge list, values in e, 4 entries: 1.616 -0.122 0.133 0.118



[5]
A 2-piece molecular cluster, C19H16N5O7S2 overall at a distorted geometry, computed with ωB97M-V/def2-TZVPD.

```
! RIJCOSX wB97M-V def2-TZVPD def2/J DEFGRID3
* xyz -1 1
C 2.5028 -0.7560 0.9391
O 1.7048 -0.4639 -0.2652
C 0.3953 -0.1509 -0.2101
S -0.0520 1.1509 0.9560
C 0.3645 0.7084 2.6627
C 0.0802 -0.5591 3.1805
C 0.6901 -0.9854 4.3591
C 1.4736 -0.0949 5.0912
C 1.6183 1.2276 4.6608
C 1.0513 1.6410 3.4530
O 0.8209 2.2759 0.6568
O -1.4967 1.2857 0.8769
S -0.7750 -1.5497 -0.2986
C -2.5020 -1.0584 -0.2982
C -3.4094 -1.8680 0.3910
C -4.7785 -1.6103 0.2749
C -5.2383 -0.5731 -0.5455
C -4.3202 0.2178 -1.2384
C -2.9517 -0.0283 -1.1228
O -0.5818 -2.2303 -1.5685
O -0.5505 -2.3091 0.9295
H 3.5091 -0.9274 0.5569
H 2.4914 0.1148 1.5988
H 2.0666 -1.6385 1.4086
H -0.5686 -1.2461 2.6515
H 0.5530 -2.0208 4.6798
H 1.9853 -0.4409 5.9914
H 2.2032 1.9350 5.2496
H 1.1563 2.6712 3.1165
H -3.0382 -2.6843 1.0137
H -5.4819 -2.2306 0.8310
H -6.3092 -0.3866 -0.6551
H -4.6510 1.0326 -1.8857
H -2.2463 0.5791 -1.6889
O -1.4944 1.4200 -3.5334
N -0.4460 2.1154 -3.5791
C 0.7667 1.4795 -3.1844
C 0.6775 0.1769 -2.6710
N 1.8073 -0.5590 -2.8031
N 1.9682 -1.8947 -2.4584
N 3.2063 -2.0461 -2.1404
N 3.9283 -0.8773 -2.2585
C 3.0668 0.0237 -2.7668
C 3.1955 1.3529 -3.2229
C 2.0394 2.0645 -3.4336
O -0.4447 3.2980 -3.9773
H -0.2411 -0.3778 -2.5373
H 4.2063 1.7010 -3.4125
H 2.0484 3.0955 -3.7739
*
```

## Properties
- relative energy (zero: lowest compared OMol25 entry of this formula, charge and spin) (kcal/mol) = 6.84
- frontier orbital gap (eV) = 6.4
- highest occupied orbital energy (Ha) = -0.1649

Mulliken atomic charge list, values in e, 4 entries: -0.961 -0.134 0.165 1.502



[6]
A 7-piece molecular cluster, C4H18NO9 overall at a distorted geometry, computed with ωB97M-V/def2-TZVPD.

```
! RIJCOSX wB97M-V def2-TZVPD def2/J DEFGRID3
* xyz -1 1
O -1.8621 0.9029 -1.5928
C -0.8044 1.2638 -2.1483
C 0.2497 0.2062 -2.2948
C 1.2261 0.0982 -1.0197
C 0.6548 1.2065 0.0667
O 0.6404 2.4812 0.0205
O 0.2336 0.6719 1.1517
N 1.0479 0.3995 -3.5803
H -0.7255 2.2408 -2.6174
H -0.3790 -0.8481 -2.4632
H 1.0898 -0.8065 -0.5900
H 2.1979 0.4747 -1.4059
H 1.7440 -0.2518 -3.6445
H 1.2903 1.3327 -3.4783
H -0.9169 -0.6747 0.6041
H -1.7981 -1.3981 -0.5262
O -1.2529 -1.5851 0.2747
H -0.1626 -3.5931 -0.8659
H -1.0149 -3.6469 0.3548
O -0.5644 -4.1642 -0.1989
H -3.3375 1.1954 0.0430
H -2.7800 2.1873 0.7623
O -3.5457 1.6152 0.8407
H 0.0604 0.5515 2.9942
H 1.6042 0.5908 3.4577
O 0.7345 0.5092 3.8545
H 3.0461 2.2473 1.2246
H 3.1488 0.8808 1.1160
O 3.4991 1.6111 1.4951
H -1.4916 -2.3149 2.1521
H -0.4897 -1.4138 2.9745
O -1.3423 -1.9696 3.0389
*
```

## Properties
- relative energy (zero: lowest compared OMol25 entry of this formula, charge and spin) (kcal/mol) = 106.82
- frontier orbital gap (eV) = 8.9
- highest occupied orbital energy (Ha) = -0.2245

Mulliken atomic charge list, values in e, 4 entries: -0.523 -0.441 0.800 -0.764



[7]
A 2-piece molecular cluster, C3H9N2O overall at a distorted geometry, computed with ωB97M-V/def2-TZVPD.

```
! RIJCOSX wB97M-V def2-TZVPD def2/J DEFGRID3
* xyz 1 1
C -0.1662 -0.8656 1.3650
C 0.6660 1.2671 -1.4818
C 0.1676 0.0032 -0.8531
N -0.6779 -0.7892 2.5766
N -0.3019 0.0805 0.4571
O 0.7182 -1.1764 -1.1433
H 0.4073 -1.7414 1.0871
H -0.0362 2.0839 -1.3405
H 1.6292 1.5556 -1.0468
H 0.8018 1.1315 -2.5524
H -1.7736 0.2288 -1.8458
H -0.5220 -1.5299 3.2448
H -1.2299 0.0076 2.8673
H -0.8312 0.9204 0.6759
H 1.1489 -1.1762 -2.0102
*
```

## Properties
- relative energy (zero: lowest compared OMol25 entry of this formula, charge and spin) (kcal/mol) = 96.09
- frontier orbital gap (alpha / beta) (eV) = 9.0 / 7.4
- highest occupied orbital energy (alpha / beta) (Ha) = -0.4903 / -0.4321

Mulliken atomic charge list, values in e, 4 entries: 0.160 -1.162 0.066 -0.297



[8]
C5H13NO2 as an isolated structure at a distorted geometry, computed with ωB97M-V/def2-TZVPD.

```
! RIJCOSX wB97M-V def2-TZVPD def2/J DEFGRID3
* xyz 0 1
C -0.3250 1.0572 0.7097
C -1.6461 1.1036 1.4556
O 0.7690 0.9394 1.5954
O -0.1631 2.1970 -0.1078
H 0.6481 1.5600 2.3330
H -0.4420 2.9898 0.3774
H -0.5203 -0.1996 0.1039
H -2.4766 1.1098 0.7462
H -1.7113 2.0089 2.0799
H -1.7580 0.2394 2.1144
C 0.1776 -2.5350 -0.4111
C 1.5675 -0.1743 -1.4819
C 0.0876 -0.3399 -1.3665
N -0.5866 -1.3924 -0.8947
H -0.5178 0.4053 -1.8860
H -0.4926 -3.1901 0.1478
H 0.9920 -2.2665 0.2738
H 0.6142 -3.1161 -1.2307
H 1.8033 0.8817 -1.6096
H 2.0802 -0.5357 -0.5915
H 1.8998 -0.7426 -2.3571
*
```

## Properties
- relative energy (zero: lowest compared OMol25 entry of this formula, charge and spin) (kcal/mol) = 103.39
- frontier orbital gap (eV) = 8.9
- highest occupied orbital energy (Ha) = -0.2990

Mulliken atomic charge list, values in e, 4 entries: 0.475 -1.429 -0.522 -0.518